This record from the OMol25 dataset describes a molecular structure, C4H8N3O2. The level of theory is ωB97M-V/def2-TZVPD.

Cartesian coordinates (Å):
C -0.797 -0.530 1.274
C 0.032 -0.301 -1.034
C -1.157 -0.910 -0.252
C -0.708 0.867 0.518
N -1.958 1.158 0.040
N 0.279 0.981 -0.374
N 2.132 0.737 0.103
O -2.363 -0.056 -0.412
O 2.395 -0.483 -0.098
H -1.648 -0.657 1.971
H 0.090 -0.959 1.720
H 1.105 -0.796 -0.850
H -0.100 -0.034 -2.071
H -1.359 -1.906 -0.402
H -1.882 1.897 -0.675
H 2.505 1.392 -0.602
H 1.803 1.037 1.053

Atoms 1-2, force components in eV/Å:
C -0.96 1.20 -1.34
C -0.02 0.72 0.10

* net charge: +1
* ΔE to the lowest compared entry with this formula, charge and spin: 10.508 eV
* HOMO (spin up / spin down): -0.5242 / -0.5243 Eh
* Kohn-Sham gap (spin up / spin down): 7.98 / 7.98 eV
* molecular weight: 130.13 g/mol